[1]
Here is one molecule with the formula C14H19NO4 from the Open Molecules 2025 dataset. Energies are from the ωB97M-V functional and the def2-TZVPD basis.

The SMILES is CCCOc1ccccc1C(=O)NCCCC(=O)O. The calculation puts the electronic energy at -900.64005 hartree. The calculation puts the HOMO energy at -8.9 eV.

Each line ends with the natural charge from an NBO analysis.
Geometry (Å):
C: 1.869 3.898 0.506  -0.604
H: 0.950 4.412 0.779  0.206
H: 2.267 4.359 -0.397  0.198
C: 1.604 2.416 0.285  -0.425
C: 0.600 2.194 -0.841  -0.057
H: -0.349 2.683 -0.594  0.185
H: 0.982 2.607 -1.786  0.169
O: 0.404 0.795 -0.967  -0.541
C: -0.686 0.323 -1.630  0.419
C: -1.419 1.098 -2.525  -0.311
C: -2.512 0.572 -3.189  -0.170
C: -2.906 -0.735 -2.966  -0.248
C: -2.196 -1.506 -2.068  -0.130
C: -1.082 -1.007 -1.399  -0.237
C: -0.446 -1.920 -0.410  0.685
O: -1.083 -2.839 0.100  -0.695
N: 0.848 -1.698 -0.116  -0.608
H: 1.268 -0.837 -0.431  0.427
C: 1.557 -2.483 0.866  -0.226
H: 1.083 -3.468 0.893  0.222
C: 1.529 -1.861 2.265  -0.398
H: 2.149 -2.473 2.922  0.212
H: 1.948 -0.852 2.236  0.221
C: 0.104 -1.785 2.821  -0.533
C: -0.635 -0.563 2.300  0.805
O: -0.179 0.546 2.380  -0.610
O: -1.853 -0.769 1.795  -0.685
H: -1.999 -1.698 1.539  0.515
H: -0.441 -2.702 2.590  0.225
H: 0.149 -1.667 3.907  0.243
H: 2.593 -2.595 0.533  0.202
H: -2.491 -2.522 -1.855  0.236
H: -3.761 -1.145 -3.480  0.217
H: -3.057 1.195 -3.883  0.215
H: -1.130 2.120 -2.713  0.220
H: 2.535 1.904 0.034  0.193
H: 1.197 1.967 1.193  0.245
H: 2.588 4.035 1.308  0.217

Force components x, y, z for each atom (eV/Å):
-0.008 -0.232 -0.088
-0.078 0.123 0.048
0.054 0.127 -0.052
-0.245 -0.005 -0.181
0.286 0.371 0.225
0.027 -0.071 -0.057
-0.108 -0.039 0.080
-0.146 -0.249 -0.078
-0.210 -0.212 -0.144
0.225 0.194 0.075
-0.009 -0.071 0.048
-0.057 0.017 -0.069
0.134 0.015 0.064
-0.134 0.277 -0.108
0.306 0.089 -0.104
-0.174 -0.305 0.040
0.110 0.072 0.031
-0.122 -0.014 -0.073
0.123 -0.202 0.300
0.169 0.079 -0.021
-0.172 -0.134 -0.210
0.031 0.027 0.017
0.065 -0.023 0.080
0.165 0.067 -0.035
0.183 -0.338 0.225
-0.100 0.100 0.025
-0.455 0.210 -0.118
0.247 0.111 0.081
0.019 0.022 0.086
-0.085 0.020 -0.047
-0.091 -0.046 -0.002
-0.015 -0.053 0.040
-0.070 -0.044 -0.043
-0.036 0.058 -0.051
0.044 0.079 0.012
0.019 -0.061 0.003
0.058 -0.049 -0.057
0.052 0.091 0.056



[2]
Here is a 5-piece molecular cluster, C14H20B2F4NO16P overall in a non-equilibrium geometry from the Open Molecules 2025 dataset. Energies are from the ωB97M-V functional and the def2-TZVPD basis.

The SMILES is CB(O)[PH2](OC#N)B(O)O.O=C1OC[C@@H](F)O1.O=C1OC[C@@H](F)O1.O=C1OC[C@@H](F)O1.O=C1OC[C@@H](F)O1. The calculation puts the electronic energy at -2594.72179 hartree. The calculation puts the HOMO energy at -9.4 eV.

Each line ends with the natural charge from an NBO analysis.
Geometry (Å):
C: 2.395 0.717 2.123  -1.046
B: 3.521 0.154 1.211  0.801
O: 4.185 0.996 0.359  -0.878
P: 4.067 -1.716 1.266  0.514
O: 5.664 -1.160 2.047  -0.764
C: 6.451 -2.137 2.149  0.527
N: 7.042 -3.072 2.513  -0.478
B: 2.403 -2.421 0.473  0.751
O: 2.423 -3.012 -0.771  -0.872
O: 1.174 -2.408 1.088  -0.882
H: 1.543 0.047 2.167  0.242
H: 2.797 0.764 3.148  0.299
H: 2.099 1.712 1.816  0.247
H: 4.237 0.637 -0.528  0.502
H: 3.792 -2.406 2.472  0.044
H: 4.875 -2.369 0.301  0.004
H: 3.297 -2.931 -1.149  0.487
H: 1.302 -2.315 2.032  0.491
C: -0.577 -1.288 -1.912  -0.139
C: -1.494 -0.834 -3.016  0.448
O: -1.555 0.573 -2.800  -0.511
C: -0.367 0.927 -2.219  0.972
O: 0.030 2.038 -2.142  -0.568
O: 0.287 -0.158 -1.752  -0.482
F: -2.735 -1.361 -2.880  -0.328
H: -1.110 -1.472 -0.979  0.209
H: -0.013 -2.179 -2.173  0.236
H: -1.124 -1.034 -4.022  0.166
C: -3.025 3.165 -3.043  -0.140
C: -3.333 3.470 -4.487  0.446
O: -4.478 4.300 -4.389  -0.496
C: -4.394 4.950 -3.189  0.965
O: -5.031 5.899 -2.897  -0.554
O: -3.474 4.360 -2.388  -0.484
F: -3.657 2.348 -5.182  -0.329
H: -3.591 2.311 -2.673  0.202
H: -1.969 2.996 -2.865  0.231
H: -2.543 4.004 -5.017  0.153
C: 2.250 4.587 5.526  -0.131
C: 1.031 3.988 6.186  0.445
O: 0.961 2.705 5.586  -0.488
C: 2.235 2.354 5.255  0.977
O: 2.576 1.257 4.976  -0.571
O: 3.057 3.426 5.290  -0.475
F: -0.094 4.680 5.887  -0.321
H: 2.007 5.062 4.575  0.208
H: 2.768 5.302 6.159  0.212
H: 1.109 3.879 7.269  0.157
C: -3.832 -4.739 -0.980  -0.131
C: -4.455 -5.485 -2.135  0.445
O: -3.789 -4.923 -3.254  -0.486
C: -2.560 -4.526 -2.823  0.974
O: -1.655 -4.260 -3.535  -0.568
O: -2.510 -4.485 -1.470  -0.485
F: -5.783 -5.237 -2.236  -0.321
H: -4.338 -3.793 -0.786  0.207
H: -3.803 -5.322 -0.063  0.211
H: -4.291 -6.564 -2.120  0.156

Force components x, y, z for each atom (eV/Å):
0.845 -0.615 0.307
0.136 0.893 0.008
-0.803 -0.212 -0.125
-1.496 -0.411 -0.109
0.349 0.728 -0.637
0.628 -0.894 1.955
0.100 0.186 -0.916
-0.471 -0.626 -0.689
-0.232 0.500 0.367
0.456 -0.228 -0.172
-0.281 -0.014 0.015
-0.191 -0.025 -0.445
-0.128 0.176 -0.121
0.721 0.000 -0.230
0.294 0.198 -0.065
0.093 0.183 0.166
0.217 -0.184 -0.358
-0.317 0.273 0.383
0.290 -0.631 0.121
-0.307 -0.021 0.246
0.515 -0.296 -0.150
-0.049 -0.154 0.148
0.040 0.354 0.023
-0.187 0.111 -0.174
-0.050 0.141 -0.038
-0.149 0.061 -0.077
0.183 0.114 0.021
-0.156 -0.039 -0.044
0.287 0.053 0.256
-0.404 -0.284 0.010
0.414 0.153 0.063
-0.017 -0.129 0.109
-0.247 0.245 0.067
-0.043 -0.120 -0.327
0.008 0.104 -0.033
-0.100 -0.013 -0.175
0.032 0.249 0.152
-0.007 -0.099 -0.108
0.293 0.236 0.060
-0.278 0.081 -0.335
0.274 0.077 0.321
0.025 0.052 -0.045
0.007 -0.142 0.413
-0.243 0.092 0.079
0.012 -0.089 0.038
-0.177 -0.055 0.015
0.175 -0.160 0.025
-0.118 0.042 0.012
0.096 -0.031 0.373
-0.285 0.334 -0.126
0.210 -0.315 0.288
-0.077 0.120 -0.009
0.296 0.224 -0.198
-0.249 -0.082 -0.066
0.070 -0.045 -0.054
-0.113 -0.027 -0.155
0.232 -0.021 -0.030
-0.125 -0.018 -0.028



[3]
Here is C14H20BN3Ni as an isolated structure in a non-equilibrium geometry from the Open Molecules 2025 dataset. Energies are from the ωB97M-V functional and the def2-TZVPD basis.

As for the spin multiplicity: 3. As for the expectation value of S²: 2.18. The calculation puts the electronic energy at -2242.51793 hartree. The calculation puts the HOMO energy (spin up / spin down) at -5.6 / -7.5 eV.

Each line ends with the Mulliken spin population.
Geometry (Å):
C: -0.260 1.554 1.458  0.070
C: -0.479 -1.244 1.340  -0.202
H: 0.742 2.000 1.645  -0.012
H: -0.894 1.680 2.367  0.009
H: -0.898 2.089 0.768  -0.008
H: 0.142 -2.112 1.004  -0.020
H: 0.591 -1.445 2.491  0.013
H: -1.406 -1.559 1.813  0.002
C: 0.500 2.646 -1.577  0.021
C: 0.845 3.438 -2.674  0.003
C: 1.079 2.837 -3.912  0.027
C: 0.945 1.462 -4.017  -0.009
H: 0.303 3.084 -0.595  0.005
H: 0.935 4.503 -2.535  0.001
H: 1.364 3.426 -4.780  0.002
H: 1.123 0.931 -4.946  0.004
N: 0.406 1.286 -1.650  0.036
C: 0.597 0.697 -2.890  0.038
C: 0.460 -0.749 -2.910  0.049
N: 0.205 -1.326 -1.679  0.021
C: 0.062 -2.683 -1.634  0.036
C: 0.476 -2.908 -4.002  0.037
C: 0.203 -3.494 -2.764  -0.003
H: -0.166 -3.106 -0.650  0.004
H: 0.096 -4.560 -2.649  0.000
C: 0.598 -1.529 -4.072  -0.014
H: 0.803 -1.010 -5.000  0.003
H: 0.593 -3.514 -4.897  0.003
Ni: -0.196 0.035 -0.183  1.013
C: -2.046 0.025 -0.179  0.078
H: -2.405 -1.007 -0.306  -0.011
H: -2.309 0.596 -1.087  0.009
H: -2.520 0.494 0.694  -0.001
B: -0.002 0.008 4.882  -0.021
C: 0.091 0.012 3.433  0.778
N: 0.411 -0.562 2.340  -0.078
H: 1.010 -0.578 5.226  0.088
H: -1.005 -0.579 5.214  -0.006
H: 0.006 1.163 5.184  0.036

Force components x, y, z for each atom (eV/Å):
-0.492 1.326 -1.077
0.401 2.039 -2.160
-0.660 -0.020 -0.239
0.626 -0.695 -0.427
0.235 1.016 -0.578
-0.629 0.533 0.165
4.061 -6.311 3.042
-0.126 0.220 -0.248
0.219 -0.875 -0.398
-0.120 -0.592 0.356
-0.065 -0.173 0.181
-0.110 -0.437 0.516
0.079 -0.226 -0.302
-0.019 0.109 -0.044
-0.075 -0.085 0.189
-0.004 0.339 0.005
-0.222 0.844 -1.571
0.262 1.596 1.032
-0.225 -1.587 0.932
0.363 -0.768 -1.310
0.172 0.923 -0.608
0.011 0.213 0.163
-0.124 0.599 0.563
0.108 0.128 -0.512
0.001 -0.130 -0.069
-0.117 0.363 0.553
-0.052 -0.324 -0.027
-0.034 0.085 0.192
0.663 0.098 2.388
-2.046 -0.261 -0.726
-0.267 0.293 0.010
-0.003 -0.094 0.201
0.217 -0.271 -0.266
0.891 0.418 1.613
-1.010 -0.172 -2.671
-1.750 1.686 0.320
0.071 -0.143 0.395
-0.113 -0.015 -0.252
-0.114 0.355 0.668



[4]
Here is C14H20BrN as an isolated structure in a non-equilibrium geometry from the Open Molecules 2025 dataset. Energies are from the ωB97M-V functional and the def2-TZVPD basis.

The calculation puts the electronic energy at -3173.77766 hartree. The calculation puts the HOMO energy at -8.2 eV.

Each line ends with the natural charge from an NBO analysis.
Geometry (Å):
Br: 3.665 1.045 0.335  0.086
C: 2.547 -0.396 -0.071  -0.105
C: 1.299 -0.013 -0.597  -0.275
C: 0.299 -1.173 -0.828  0.063
C: 0.656 -2.621 -0.676  -0.219
C: 1.839 -2.801 0.027  -0.180
C: 2.699 -1.812 0.376  -0.251
H: 3.753 -1.864 0.478  0.222
H: 2.132 -3.706 0.094  0.197
H: -0.021 -3.303 -0.708  0.201
C: -1.174 -0.621 -1.342  -0.170
N: -1.867 0.339 -0.714  -0.455
C: -1.956 -0.261 0.670  -0.224
C: -2.933 -1.122 1.182  -0.416
C: -4.428 -1.003 0.632  -0.355
C: -5.034 0.369 1.244  -0.373
H: -4.348 0.667 1.990  0.190
H: -6.025 0.234 1.563  0.198
C: -4.916 1.492 -0.116  -0.390
C: -3.719 1.919 -0.515  -0.311
H: -3.127 2.333 0.051  0.197
C: -2.990 0.901 -1.212  -0.222
H: -3.558 0.139 -1.690  0.167
H: -2.474 1.322 -2.075  0.205
H: -3.934 2.827 -1.596  0.148
H: -5.519 0.953 -0.869  0.190
H: -5.561 2.083 0.282  0.204
H: -4.969 -1.584 1.251  0.200
H: -4.639 -1.202 -0.195  0.161
H: -2.575 -2.185 0.770  0.178
H: -2.883 -1.221 2.179  0.220
H: -2.320 0.810 1.163  0.154
H: -0.968 -0.309 1.211  0.239
H: -1.747 -1.867 -1.432  0.068
H: -1.019 -0.528 -2.385  0.211
H: 0.880 1.115 -0.738  0.253

Force components x, y, z for each atom (eV/Å):
0.796 -0.179 0.184
-3.779 -1.527 0.439
-2.508 -2.006 -0.104
0.609 1.729 -0.007
2.692 9.898 1.475
-1.529 4.726 -1.594
1.443 4.684 -2.304
0.836 -1.469 1.237
2.139 -6.339 1.145
-4.248 -4.321 -0.843
2.139 -7.478 -2.558
3.718 -3.029 6.898
1.188 9.346 2.474
-2.499 -6.248 -6.293
4.569 6.114 14.789
3.077 -0.035 -5.710
0.304 0.605 1.083
-1.298 0.211 0.290
-5.338 -7.375 3.353
-1.275 1.230 -10.253
5.564 4.910 6.248
1.191 -0.548 -5.521
-1.596 -0.767 -0.198
-0.711 0.714 -0.813
0.473 -2.157 3.410
0.595 0.141 -0.013
-3.698 4.982 1.948
-1.491 -3.144 1.805
-2.578 -2.568 -13.039
-0.878 1.335 1.030
-0.073 0.015 3.570
0.923 -1.999 -0.200
-0.765 -0.414 -1.240
0.686 3.108 0.387
0.011 0.868 -1.306
1.311 -3.012 0.232



[5]
Here is C14H20Cl3NO3Tc as an isolated structure in a non-equilibrium geometry from the Open Molecules 2025 dataset. Energies are from the ωB97M-V functional and the def2-TZVPD basis.

As for the spin multiplicity: 4. As for the expectation value of S²: 3.82. The calculation puts the electronic energy at -2287.38849 hartree. The calculation puts the HOMO energy (spin up / spin down) at 0.0 / -1.1 eV. Its total charge is -2.

Each line ends with the Mulliken spin population.
Geometry (Å):
C: -1.136 0.656 -1.347  0.224
C: -1.245 -0.596 -2.093  0.111
C: 0.012 -1.216 -2.125  -0.077
C: -2.462 -1.071 -2.776  0.008
C: 0.972 -0.340 -1.539  0.193
C: 0.295 0.821 -1.058  -0.180
C: 0.964 2.119 -0.839  0.037
C: -2.046 1.803 -1.637  0.017
C: 0.271 -2.558 -2.699  0.008
C: 2.427 -0.538 -1.535  -0.041
Tc: -1.073 -0.108 0.640  2.427
Cl: -2.286 -1.945 0.384  0.072
Cl: -3.371 0.562 1.025  0.043
Cl: 0.430 -2.025 0.881  0.016
H: -3.185 -0.259 -2.893  -0.002
H: -2.935 -1.862 -2.185  0.013
H: -2.225 -1.477 -3.769  0.009
H: -0.449 -3.292 -2.307  -0.002
H: 1.277 -2.897 -2.439  0.001
H: 0.178 -2.547 -3.795  0.001
H: 2.677 -1.599 -1.426  0.007
H: 2.857 0.005 -0.690  0.004
H: 2.875 -0.175 -2.472  0.026
H: 1.795 1.974 -0.143  0.003
H: 0.272 2.837 -0.399  0.003
H: 1.355 2.517 -1.785  -0.011
H: -3.087 1.476 -1.576  0.004
H: -1.855 2.185 -2.650  0.000
H: -1.896 2.610 -0.919  -0.007
O: -0.925 1.842 1.357  0.061
H: -1.780 2.075 1.779  -0.007
O: -1.410 -0.034 3.949  0.001
C: -0.215 -0.006 3.684  0.008
C: 0.949 0.001 4.680  0.005
C: 2.194 0.091 3.829  0.003
C: 1.678 0.291 2.409  0.000
O: 2.380 0.629 1.465  -0.002
N: 0.325 0.038 2.429  0.028
H: 0.857 0.859 5.351  -0.002
H: 0.931 -0.922 5.268  -0.001
H: 2.847 0.922 4.102  0.000
H: 2.762 -0.847 3.862  -0.001

Force components x, y, z for each atom (eV/Å):
0.701 -0.334 -0.935
1.533 0.125 -0.274
-0.985 1.150 -0.254
-0.420 -0.398 0.034
-1.385 0.857 -0.140
-0.165 -1.223 -1.146
0.301 0.364 0.510
-0.196 0.142 -0.104
-0.007 -0.357 0.023
0.521 -0.114 0.322
0.974 2.343 2.936
-1.873 -2.641 -0.609
-0.822 0.926 0.234
1.457 -0.930 -0.466
-0.014 -0.102 -0.030
-0.149 -0.002 -0.114
-0.022 0.038 0.082
0.161 0.096 -0.047
-0.098 -0.076 -0.072
0.031 -0.092 0.023
0.060 0.093 0.025
0.115 -0.110 -0.115
0.058 -0.006 0.044
-0.054 0.239 -0.090
0.106 -0.003 0.029
-0.032 0.014 -0.054
0.065 0.199 0.025
0.001 0.063 -0.023
-0.077 -0.056 0.028
-0.556 0.259 -0.577
0.687 -0.506 -0.579
0.580 -0.176 0.260
0.800 0.134 -0.910
-0.204 -0.060 0.607
0.387 0.056 0.042
-1.205 -0.223 0.430
-0.157 -0.296 0.475
0.010 0.400 0.373
-0.133 -0.105 0.101
-0.187 0.177 0.082
0.122 -0.090 -0.008
0.070 0.221 -0.137



[6]
Here is one molecule with the formula C14H20ClN3O2 from the Open Molecules 2025 dataset. Energies are from the ωB97M-V functional and the def2-TZVPD basis.

The SMILES is CC(C)C[C@@H](NC(N)=O)C(=O)NCc1ccccc1Cl. The calculation puts the electronic energy at -1320.49661 hartree. The calculation puts the HOMO energy at -9.0 eV.

Each line ends with the natural charge from an NBO analysis.
Geometry (Å):
C: -3.945 -1.274 -0.586  -0.598
H: -4.465 -1.687 -1.448  0.196
H: -4.672 -0.763 0.042  0.203
H: -3.508 -2.087 -0.013  0.227
C: -2.847 -0.310 -1.028  -0.227
C: -3.468 0.903 -1.722  -0.605
H: -4.094 0.578 -2.551  0.205
H: -2.709 1.575 -2.118  0.194
H: -4.092 1.462 -1.027  0.208
C: -1.845 -1.027 -1.953  -0.397
C: -0.374 -0.759 -1.630  -0.130
N: -0.087 0.665 -1.589  -0.633
C: 1.165 1.148 -1.806  0.790
O: 2.104 0.446 -2.138  -0.681
N: 1.301 2.495 -1.605  -0.837
H: 0.496 3.096 -1.585  0.386
H: 2.165 2.901 -1.922  0.407
H: -0.752 1.236 -1.092  0.396
H: 0.257 -1.179 -2.423  0.237
C: 0.056 -1.411 -0.298  0.670
O: -0.725 -1.815 0.540  -0.646
N: 1.393 -1.485 -0.179  -0.624
H: 1.970 -1.017 -0.874  0.440
C: 2.019 -1.855 1.076  -0.250
C: 2.222 -0.632 1.934  -0.083
C: 1.320 -0.326 2.945  -0.133
C: 1.459 0.823 3.703  -0.233
C: 2.509 1.691 3.454  -0.203
C: 3.412 1.412 2.444  -0.230
C: 3.262 0.261 1.688  -0.023
Cl: 4.395 -0.054 0.416  0.005
H: 4.232 2.083 2.237  0.225
H: 2.626 2.588 4.043  0.216
H: 0.749 1.041 4.486  0.215
H: 0.497 -1.001 3.126  0.219
H: 2.973 -2.340 0.860  0.220
H: 1.350 -2.555 1.579  0.233
H: -2.035 -0.741 -2.990  0.210
H: -1.988 -2.105 -1.873  0.225
H: -2.325 0.018 -0.125  0.203

Force components x, y, z for each atom (eV/Å):
0.244 0.188 0.124
-0.082 -0.055 -0.120
-0.138 0.017 0.060
0.006 -0.126 0.048
-0.166 -0.047 -0.139
0.113 -0.096 0.227
-0.057 -0.001 -0.138
0.043 0.115 -0.102
-0.091 0.090 0.028
0.254 0.036 0.290
-0.094 -0.242 -0.144
-0.382 -0.054 0.038
-0.130 0.344 0.072
0.328 -0.214 -0.254
0.091 0.256 0.044
0.005 -0.022 -0.048
-0.029 -0.071 0.026
0.076 0.049 0.010
-0.106 0.067 0.145
0.178 0.082 -0.637
-0.383 -0.101 0.328
0.491 -0.150 0.011
-0.151 -0.028 -0.034
-0.144 -0.032 0.087
0.098 -0.102 -0.088
0.057 0.022 0.021
-0.038 0.029 0.050
-0.019 0.004 0.001
0.063 -0.016 -0.077
-0.197 0.074 0.297
0.156 -0.019 -0.129
0.083 0.043 -0.036
0.019 0.076 0.046
-0.063 0.018 0.071
-0.086 -0.095 0.000
-0.139 -0.013 0.057
0.173 0.048 -0.022
0.031 -0.033 -0.057
-0.002 -0.028 -0.052
-0.011 -0.014 -0.005